Entry 1:
{"formula": "C6H13O", "method": "ωB97M-V with the def2-TZVPD basis set", "species": ["C", "C", "C", "C", "C", "C", "O", "H", "H", "H", "H", "H", "H", "H", "H", "H", "H", "H", "H", "H"], "positions_angstrom": [[2.85, -1.01, 0.11], [-1.13, -0.09, 1.50], [-0.98, -1.64, -0.52], [0.43, 1.97, -0.18], [-0.95, -0.19, -0.02], [0.07, 0.64, -0.61], [2.07, -0.17, 0.46], [3.81, -1.17, 0.63], [2.67, -1.68, -0.75], [-0.25, -0.49, 1.99], [-1.29, 0.93, 1.83], [-1.99, -0.67, 1.81], [-0.18, -2.20, -0.04], [-1.92, -2.11, -0.26], [-0.85, -1.69, -1.60], [-0.01, 2.26, 0.77], [0.19, 2.69, -0.96], [1.52, 2.04, -0.10], [-1.84, 0.31, -0.47], [0.46, 0.32, -1.57]], "gap_ev": 9.44, "lumo_ha": -0.203, "total_charge": 1, "de_lowest_kcal_mol": 12.67, "total_energy_ha": -311.31919}

---

Entry 2:
{"formula": "C6H13O2", "method": "ωB97M-V with the def2-TZVPD basis set", "species": ["C", "O", "C", "C", "C", "C", "C", "H", "H", "H", "H", "H", "H", "H", "H", "H", "H", "H", "H", "H", "O"], "positions_angstrom": [[0.38, -1.24, 3.42], [-0.39, -0.97, 4.42], [-0.68, -1.08, 2.13], [0.19, -0.78, 0.68], [-0.05, 0.52, 0.01], [-0.80, 0.76, -1.06], [-0.77, 2.04, -1.84], [0.68, -2.22, 3.41], [1.25, -0.33, 3.26], [-1.18, -2.00, 2.14], [-1.17, -0.22, 2.27], [1.21, -0.90, 0.89], [-0.09, -1.65, 0.06], [0.70, 1.21, 0.14], [-1.59, 0.05, -1.33], [-0.07, 2.81, -1.49], [-1.83, 2.47, -1.88], [-0.60, 1.96, -2.94], [1.33, 0.40, -3.51], [1.98, -0.83, -4.32], [1.50, -0.01, -4.43]], "gap_ev": 4.98, "lumo_ha": 0.109, "total_charge": -1, "de_lowest_kcal_mol": 114.68, "total_energy_ha": -386.77676}

---

Entry 3:
{"formula": "C6H13O2", "method": "ωB97M-V with the def2-TZVPD basis set", "species": ["H", "C", "C", "C", "O", "C", "C", "C", "H", "H", "H", "H", "H", "H", "H", "H", "H", "H", "H", "O", "H"], "positions_angstrom": [[2.14, 1.83, 1.10], [1.19, 1.24, 1.08], [0.24, 1.73, 0.01], [-1.07, 0.92, -0.08], [-2.09, 1.28, 0.47], [-1.04, -0.37, -0.90], [-1.31, -1.62, -0.06], [-1.30, -2.93, -0.86], [1.44, 0.18, 0.94], [0.72, 1.32, 2.06], [-0.06, 2.76, 0.22], [0.73, 1.70, -0.97], [-1.84, -0.29, -1.65], [-0.09, -0.47, -1.44], [-0.55, -1.68, 0.73], [-2.28, -1.51, 0.45], [-1.49, -3.78, -0.20], [-2.09, -2.90, -1.63], [-0.33, -3.08, -1.35], [4.05, 2.90, 1.00], [5.03, 2.78, 1.07]], "gap_ev": [10.01, 6.94], "lumo_ha": [0.026, -0.087], "de_lowest_kcal_mol": 17.92, "total_energy_ha": -386.79287, "multiplicity": 2}

---

Entry 4:
{"formula": "C6H13O3", "method": "ωB97M-V with the def2-TZVPD basis set", "species": ["O", "O", "C", "C", "C", "C", "C", "C", "O", "H", "H", "H", "H", "H", "H", "H", "H", "H", "H", "H", "H", "H"], "positions_angstrom": [[2.84, -1.81, 3.28], [4.02, -1.85, 3.70], [-3.05, 1.63, -1.09], [-2.13, 0.40, -1.12], [-0.84, 0.65, -0.35], [0.11, -0.57, -0.35], [1.41, -0.34, 0.44], [2.31, -1.48, 0.59], [2.05, 0.75, -0.27], [-3.96, 1.40, -1.66], [-3.32, 1.89, -0.06], [-2.55, 2.49, -1.56], [-2.65, -0.46, -0.67], [-1.89, 0.14, -2.15], [-0.31, 1.51, -0.79], [-1.07, 0.91, 0.70], [-0.44, -1.43, 0.08], [0.36, -0.81, -1.40], [1.15, -0.15, 1.51], [1.88, -2.43, 0.90], [3.25, -1.45, 0.05], [2.84, 1.01, 0.21]], "gap_ev": [9.07, 9.28], "lumo_ha": [0.035, -0.042], "de_lowest_kcal_mol": 3.95, "total_energy_ha": -461.91720, "multiplicity": 4}

---

Entry 5:
{"formula": "C6H13O3P", "method": "ωB97M-V with the def2-TZVPD basis set", "species": ["C", "C", "O", "C", "C", "P", "O", "O", "C", "C", "H", "H", "H", "H", "H", "H", "H", "H", "H", "H", "H", "H", "H"], "positions_angstrom": [[1.64, -4.24, -0.53], [1.72, -3.34, 0.71], [0.47, -2.51, 1.07], [0.20, -1.46, 0.30], [-0.71, -0.58, 0.70], [-1.12, 0.74, -0.38], [-0.22, 0.91, -1.54], [-1.28, 2.15, 0.46], [-0.56, 3.38, 0.18], [-1.55, 4.52, -0.35], [2.57, -4.92, -0.49], [0.62, -4.68, -0.53], [1.71, -3.62, -1.38], [2.40, -2.53, 0.59], [1.88, -3.88, 1.66], [0.94, -1.07, -0.35], [-1.28, -0.67, 1.61], [-2.43, 0.23, -0.55], [-0.05, 3.76, 1.07], [0.31, 3.33, -0.52], [-2.04, 4.18, -1.31], [-2.35, 4.92, 0.17], [-0.87, 5.39, -0.61]], "gap_ev": 10.09, "lumo_ha": 0.034, "de_lowest_kcal_mol": 49.51, "total_energy_ha": -803.44799, "smiles": "CCO/C=C/[P@H](=O)OCC"}

---

Entry 6:
{"formula": "C6H13O3Sn", "method": "ωB97M-V with the def2-TZVPD basis set", "species": ["C", "C", "C", "C", "O", "Sn", "H", "H", "H", "H", "H", "H", "H", "O", "C", "C", "O", "H", "H", "H", "H", "H", "H"], "positions_angstrom": [[-4.89, -0.83, -0.44], [-3.88, -0.62, 0.44], [-2.51, -0.49, 0.00], [-1.89, 1.08, 0.65], [-0.75, 0.82, 1.20], [0.92, 0.35, 0.91], [-4.72, -0.83, -1.52], [-4.09, -0.53, 1.50], [-5.89, -1.09, -0.09], [-2.36, -0.34, -1.07], [-1.79, -1.17, 0.47], [-2.72, 1.32, 1.34], [-1.85, 1.68, -0.26], [1.96, 0.74, -0.60], [3.37, 0.53, -0.81], [3.94, -0.42, 0.23], [5.33, -0.47, 0.01], [1.53, 1.15, -1.37], [3.85, 1.52, -0.74], [3.51, 0.15, -1.83], [3.48, -1.41, 0.11], [3.70, -0.05, 1.24], [5.73, -1.09, 0.62]], "gap_ev": [8.60, 5.37], "lumo_ha": [-0.299, -0.418], "total_charge": 2, "de_lowest_kcal_mol": 0.00, "total_energy_ha": -675.58881, "multiplicity": 2}